No. 1
97
Properties=species:S:1:pos:R:3:lowdin_charge:R:1 method="wB97M-V/def2-TZVPD" s_squared=0.75 gap_ev="6.752 / 7.354" lumo_ev="-2.3 / -2.8" total_energy_ev=-92387.0473 de_lowest_ev=0.000 mol_weight_g_mol=954.66 charge=+1 spin_multiplicity=2
Hg 12.85646 15.68985 11.35042 0.736
N 14.54223 14.13260 11.96667 -0.396
S 15.27985 12.95619 11.52405 0.716
N 14.79019 11.42728 11.90115 -0.362
S 13.31023 10.98672 11.77858 0.868
N 12.28848 11.78334 10.97408 -0.365
S 10.94149 12.72195 11.25897 0.726
N 11.07349 14.14453 11.51945 -0.384
C 9.99164 11.82944 12.52424 -0.334
C 9.48684 12.62975 13.51856 -0.081
C 8.74676 12.05114 14.53255 -0.061
C 8.54550 10.68263 14.55588 -0.062
C 9.06768 9.88072 13.55291 -0.054
C 9.77175 10.46629 12.51211 -0.070
C 10.04580 12.18697 9.79056 -0.312
C 8.66388 12.13096 9.89626 -0.061
C 7.91448 11.78808 8.79004 -0.060
C 8.53761 11.53881 7.58219 -0.065
C 9.91946 11.64068 7.47961 -0.058
C 10.68280 11.96075 8.59498 -0.082
C 12.79905 10.71244 13.45962 -0.304
C 12.66177 11.85443 14.21512 -0.069
C 12.21578 11.73844 15.52114 -0.048
C 11.94042 10.48866 16.04901 -0.046
C 12.07577 9.34825 15.26808 -0.053
C 12.48109 9.46804 13.95629 -0.062
C 13.33828 9.38799 11.00638 -0.322
C 12.31974 9.05165 10.14276 -0.058
C 12.33093 7.81188 9.52194 -0.042
C 13.35680 6.92310 9.77392 -0.053
C 14.38454 7.27043 10.63438 -0.046
C 14.38372 8.51573 11.24870 -0.070
C 16.98073 12.92013 12.12245 -0.279
C 18.09052 13.06486 11.29452 -0.044
C 19.32777 13.33942 11.86061 -0.060
C 19.46690 13.45543 13.22651 -0.070
C 18.36320 13.30183 14.04253 -0.065
C 17.12167 13.03286 13.49170 -0.083
C 15.53466 12.75500 9.75237 -0.335
C 15.62924 13.89059 8.96986 -0.075
C 15.91887 13.76398 7.62194 -0.054
C 16.13735 12.50570 7.05829 -0.056
C 16.07568 11.38115 7.86589 -0.063
C 15.78586 11.50879 9.20779 -0.079
H 9.67899 13.68709 13.48118 0.085
H 8.30200 12.64784 15.31708 0.111
H 7.98543 10.25656 15.37273 0.111
H 8.94248 8.81494 13.58640 0.113
H 10.17159 9.84482 11.73172 0.105
H 8.18435 12.34946 10.83073 0.114
H 6.83335 11.73948 8.85721 0.115
H 7.95089 11.26257 6.71845 0.110
H 10.39514 11.48680 6.51874 0.111
H 11.75583 12.06194 8.54178 0.109
H 12.87788 12.82674 13.76667 0.105
H 12.09711 12.64462 16.10112 0.095
H 11.60735 10.43270 17.07653 0.116
H 11.82926 8.37276 15.66167 0.117
H 12.57407 8.59390 13.32231 0.118
H 11.53477 9.76716 9.93024 0.088
H 11.52326 7.54951 8.85896 0.115
H 13.36933 5.96321 9.29623 0.112
H 15.18427 6.56787 10.80058 0.114
H 15.17470 8.80073 11.91961 0.119
H 17.98662 12.98604 10.23415 0.102
H 20.19030 13.44362 11.20596 0.117
H 20.42281 13.69079 13.67093 0.112
H 18.45442 13.42717 15.11598 0.112
H 16.25798 12.94663 14.11973 0.090
H 15.44733 14.85870 9.41190 0.095
H 15.98986 14.64947 7.01229 0.110
H 16.39539 12.39971 6.01097 0.112
H 16.23425 10.40346 7.44292 0.109
H 15.73044 10.63934 9.84578 0.095
C 14.37874 15.44498 17.20220 -0.147
C 14.81124 14.73520 15.92433 -0.195
N 14.11004 15.33800 14.80240 0.066
C 12.78253 15.69898 14.87134 -0.386
N 12.19957 16.18613 13.81667 -0.010
C 10.84375 16.71412 13.92310 -0.258
C 10.36796 16.94067 15.35548 -0.153
C 10.73425 15.70469 16.17346 -0.153
N 12.17158 15.50636 16.09467 -0.052
C 12.87852 15.24345 17.34661 -0.161
H 14.60569 16.51003 17.13663 0.124
H 14.89248 15.04507 18.07793 0.119
H 14.62948 13.65479 16.02510 0.106
H 15.89303 14.84548 15.72710 0.119
H 14.44286 15.16312 13.86659 0.054
H 10.15389 16.02953 13.40622 0.084
H 10.80913 17.64912 13.34782 0.107
H 9.29490 17.12099 15.39223 0.114
H 10.86991 17.81649 15.78308 0.121
H 10.19814 14.82280 15.78994 0.113
H 10.46460 15.83737 17.21438 0.117
H 12.67876 14.22638 17.68392 0.109
H 12.46866 15.90566 18.11694 0.125

***

No. 2
96
Properties=species:S:1:pos:R:3:lowdin_charge:R:1 method="wB97M-V/def2-TZVPD" gap_ev=4.516 lumo_ev=-4.3 total_energy_ev=-76682.1993 mol_weight_g_mol=628.79 charge=+1
C 7.40973 -0.69991 -2.44251 -0.109
O 7.92974 0.45453 -1.66476 -0.247
C 8.26979 1.58567 -2.53971 -0.215
C 6.94051 2.49932 -2.98529 -0.170
C 7.39981 3.31321 -4.33356 -0.215
C 6.57493 2.92839 -5.69600 -0.203
C 6.31239 1.32674 -5.92517 -0.182
C 4.69765 1.00524 -6.22125 -0.152
C 4.22987 -0.08473 -5.09092 -0.119
N 2.84836 0.12993 -4.51748 -0.184
N 1.99949 -0.99692 -4.44911 0.046
C 2.26428 -1.49062 -3.16554 -0.437
S 2.66613 -1.96755 -1.54728 0.728
C 2.34012 1.29526 -4.00053 -0.136
N 0.93483 1.48968 -3.40174 0.101
C 0.86355 2.96821 -2.96809 0.080
N 2.23436 3.56897 -3.32733 -0.004
N 3.06100 2.62273 -3.91456 0.062
H 7.61574 -1.72924 -1.88956 0.115
H 7.87003 -0.77775 -3.51517 0.096
H 6.22455 -0.56718 -2.44201 0.080
H 8.83753 1.20378 -3.51781 0.128
H 9.02931 2.27485 -1.96432 0.144
H 6.02840 1.78993 -3.17505 0.079
H 6.71444 3.24417 -2.08044 0.128
H 8.56380 3.17358 -4.48618 0.121
H 7.22612 4.45278 -4.12975 0.111
H 7.21290 3.29877 -6.63397 0.131
H 5.57547 3.53697 -5.68095 0.091
H 6.86540 0.98432 -6.92575 0.127
H 6.76066 0.65861 -5.07230 0.086
H 4.60184 0.48174 -7.28240 0.130
H 4.05140 1.97871 -6.27741 0.101
H 4.20509 -1.14372 -5.64043 0.162
H 4.96938 -0.21323 -4.18857 0.103
H -0.06146 3.53891 -2.47861 0.168
H 2.55385 4.55960 -3.19212 0.178
H 4.03848 2.88805 -4.22819 0.148
O -3.13468 -1.54542 1.09959 -0.326
P -2.99187 -2.72066 0.10177 0.760
N -3.11058 -3.89657 1.31942 -0.341
C -2.12558 -4.86722 1.74043 -0.137
C -4.25713 -3.85083 2.22207 -0.120
N -1.35441 -2.34076 -0.23981 -0.349
C -0.25151 -2.71723 0.62710 -0.136
C -1.14935 -0.95172 -0.67946 -0.151
N -2.82769 -4.07177 -1.04538 -0.279
C -3.93777 -5.01511 -1.16648 -0.120
C -2.18388 -3.85997 -2.34055 -0.124
H -2.59435 -5.76032 2.17067 0.082
H -1.45769 -4.44673 2.49677 0.079
H -1.53155 -5.24623 0.90528 0.068
H -5.16128 -4.17144 1.69584 0.066
H -4.43730 -2.84594 2.61421 0.059
H -4.14210 -4.50085 3.09646 0.084
H -0.42611 -2.40230 1.66323 0.089
H 0.69673 -2.27369 0.29736 0.012
H -0.07304 -3.79377 0.58801 0.066
H -1.11346 -0.25743 0.16715 0.078
H -1.96130 -0.63533 -1.34382 0.072
H -0.22489 -0.85460 -1.25088 0.037
H -3.58951 -6.02669 -0.93518 0.095
H -4.37821 -5.03340 -2.16909 0.080
H -4.76336 -4.77733 -0.48675 0.070
H -1.09712 -3.94713 -2.24404 0.077
H -2.43088 -2.87438 -2.74910 0.081
H -2.47241 -4.60418 -3.09205 0.080
O -2.51085 2.60981 4.50503 -0.325
P -3.95723 2.05831 4.47216 0.751
N -4.42938 2.94296 5.84111 -0.346
C -4.86765 2.45385 7.12886 -0.141
C -4.20660 4.38579 5.84858 -0.130
N -3.45191 0.47522 4.89732 -0.354
C -3.14704 0.07508 6.25989 -0.131
C -2.41720 -0.07390 4.00703 -0.156
N -5.62005 1.42429 4.43437 -0.278
C -6.71717 2.37114 4.24296 -0.126
C -5.90653 0.15682 3.76483 -0.123
H -5.53369 3.16746 7.62851 0.079
H -4.01696 2.27483 7.79159 0.079
H -5.45979 1.53916 7.04693 0.068
H -4.91298 4.87746 5.17295 0.062
H -3.19586 4.65175 5.52654 0.065
H -4.33700 4.83581 6.83892 0.080
H -2.43058 0.75898 6.73130 0.086
H -2.72309 -0.93635 6.30321 0.083
H -4.05595 0.01191 6.86173 0.061
H -1.41863 0.29371 4.26743 0.075
H -2.61997 0.20242 2.96623 0.054
H -2.40877 -1.16441 4.04280 0.072
H -7.40968 2.30958 5.08836 0.093
H -7.28895 2.18634 3.32728 0.077
H -6.36646 3.40623 4.16696 0.067
H -5.71341 -0.68247 4.44028 0.082
H -5.29789 0.03945 2.86200 0.078
H -6.95589 0.05595 3.46393 0.078